# 1
Formula: H34O17
Source: the Open Molecules 2025 dataset
Level of theory: wB97M-V/def2-TZVPD

Geometry as XYZ:
```
51
H34O17 (wB97M-V/def2-TZVPD)
O 2.31 2.32 1.86
H -2.26 4.47 0.44
O -1.15 0.63 -3.35
H 0.82 -0.85 0.96
O 4.53 1.66 2.97
O 1.32 -1.67 -4.71
H -1.83 2.41 -2.98
H -0.59 -4.80 -3.11
H 1.52 -1.41 3.43
H 0.75 2.89 -3.32
H -1.01 -0.67 5.20
H -3.22 -0.49 -2.12
O 1.29 2.24 -3.78
H 4.47 2.60 3.16
O 0.15 -3.24 2.64
H 0.97 -0.04 -0.20
H -4.03 1.26 3.45
H 0.32 -1.76 -1.98
H 1.34 1.51 -3.14
H -0.17 -2.66 3.45
H -1.92 -1.96 1.23
H 2.48 -0.71 4.22
H -1.88 -0.06 4.00
O -1.92 3.10 -2.29
O 0.64 0.08 0.70
H 2.67 0.35 -3.03
H 1.80 1.48 1.80
H 0.45 -3.69 -3.58
H 1.03 -3.40 3.05
O 0.26 -4.63 -3.59
O -0.03 -1.70 -1.09
H -2.78 -1.84 -2.83
O -1.08 -0.52 4.26
O -2.18 -1.29 1.90
H 1.72 -1.08 -5.35
H 1.64 2.94 1.53
O 2.01 -0.06 -2.46
H -1.25 2.78 -1.69
O 2.24 -1.71 4.04
O -2.52 4.27 1.35
O -3.26 1.63 3.91
O -2.58 -1.20 -2.15
H -0.43 -0.85 -0.94
H -1.50 -0.99 2.50
H -1.79 0.14 -2.75
H -3.17 2.53 3.53
H -0.97 -0.21 -3.80
H 4.09 1.71 2.11
H -1.83 4.74 1.84
H 1.61 -2.53 -4.43
H 2.33 -0.97 -2.47
```

## Properties
Spin multiplicity: 2
<S²>: 0.7563
Total charge: +1
Frontier orbital gap (spin up / spin down) in eV: 10.29 / 2.08
Energy in eV: -35346.8083

# 2
Formula: C77H181N7O15
Source: the Open Molecules 2025 dataset
Level of theory: wB97M-V/def2-TZVPD

Geometry as XYZ:
```
280
C77H181N7O15 (wB97M-V/def2-TZVPD)
H -0.24 2.37 2.06
C 7.89 -2.30 -1.82
H -2.51 6.36 -5.47
C -5.01 2.51 -1.75
H 3.77 4.64 -4.75
H -1.70 -0.58 -5.93
H 0.23 -7.13 1.59
N -3.11 2.03 1.93
H 8.39 -0.42 3.05
H 5.74 0.81 0.73
O 5.54 -2.40 0.89
C 1.02 -6.61 -4.30
H -0.19 2.50 -2.43
H -3.28 -2.97 -0.66
C -8.53 3.51 0.55
H 3.34 1.08 -2.76
C -5.21 3.96 -1.27
H 3.11 -4.88 -3.72
H -0.85 -3.30 6.64
H 1.85 1.52 -1.08
H -2.45 3.13 3.45
C 5.92 0.35 3.40
H 2.39 5.22 -3.77
H 5.10 0.81 3.92
C -1.49 -6.33 0.68
H 1.03 0.18 2.34
H -3.27 -4.09 1.62
H 8.73 -1.56 1.04
H -8.26 -1.70 2.00
H -5.15 4.23 2.55
H -4.18 2.52 -2.52
H -0.17 -2.76 3.64
H -1.37 4.94 -4.23
C 8.34 -2.48 1.60
C 0.37 2.65 0.01
H 7.95 -3.07 0.75
H 5.22 1.23 -4.71
H -2.21 -1.12 -0.99
H 8.49 -0.21 -3.08
C 0.63 2.06 1.46
C 3.51 -4.53 -0.69
H 4.53 6.49 5.14
N 6.18 -1.45 1.79
O -8.61 1.53 -1.53
H -9.11 4.23 -2.22
C -4.03 4.35 2.58
C 7.23 -2.19 2.59
C 1.98 3.66 -5.16
H -3.51 5.22 -3.08
H -0.40 -4.21 -4.58
H -0.60 1.61 4.82
O -4.06 3.01 5.21
C -0.21 6.44 -3.40
C -5.76 -0.85 3.03
C 1.44 -5.32 -4.89
H -0.84 4.05 1.05
O -0.17 -2.95 6.04
H -2.58 -1.71 6.18
H 0.88 -3.68 -3.51
H -5.08 3.61 6.88
C 1.44 5.85 3.76
H 0.46 5.74 -2.87
H -5.43 4.66 -2.09
H 7.26 -3.67 4.11
H 1.45 2.66 1.91
H -2.34 -2.58 4.61
H -6.14 -1.42 0.96
H -4.55 2.01 -0.89
C -3.45 3.00 2.95
H -5.95 2.25 -4.33
H 2.65 -2.73 0.26
H 3.62 -0.13 -4.86
O -1.00 2.51 -1.91
C -2.50 -3.72 -0.33
H -5.73 0.02 -1.41
H 0.49 -6.33 -0.06
H -3.78 1.20 -5.53
C -2.39 -7.39 1.36
H -0.31 7.28 -2.78
H 3.90 -6.23 -1.90
H -2.12 -4.70 -2.88
H 5.67 -3.34 3.46
C 2.49 -3.35 -0.63
H -5.83 2.19 6.00
H -8.40 2.60 1.21
H -6.34 4.90 0.39
H 3.11 -1.39 -3.70
H 4.68 1.35 -1.70
H 7.41 -3.80 -3.63
H 6.77 -4.31 2.57
O -2.24 6.78 -4.64
C 7.84 -1.19 3.58
H 2.52 -2.77 -1.55
H 4.96 -2.93 1.42
H -0.03 3.04 8.26
C 1.69 2.56 -0.83
H -6.44 0.95 0.45
H -4.82 -0.37 3.00
C -1.62 5.88 -3.74
C -0.57 -1.71 5.38
H -8.48 4.43 1.09
C -4.28 -5.44 -0.34
C -0.79 0.44 -0.66
H 0.10 3.21 -5.15
H 1.35 5.60 -5.95
H -1.29 0.52 1.42
H 1.71 4.89 3.21
H 1.46 -5.36 -6.04
O 0.75 3.46 -4.48
H 4.47 -4.16 -0.86
C -6.04 0.42 -2.34
O 5.03 -2.06 -1.77
H -0.17 -8.00 0.12
H 9.15 -3.04 2.12
H 1.79 -7.30 -4.50
H 0.55 5.66 4.35
H -8.36 -0.47 0.72
C -6.24 3.96 -0.19
H -3.72 -3.98 -2.78
O -2.22 1.05 6.67
H -5.81 -1.91 3.30
C -6.73 2.47 -3.67
H -3.11 2.69 -4.55
H -1.42 2.10 8.95
H -5.94 3.21 0.59
H -1.61 1.78 -6.76
H -3.61 1.16 -3.73
H 2.52 4.74 -7.08
H 2.39 -5.70 0.74
H -0.34 -0.93 3.34
C 4.95 -0.18 -3.21
C 0.07 -1.75 4.01
H -7.50 4.96 -2.30
H 0.23 6.79 -4.37
C 2.87 4.31 -4.22
H -7.60 1.92 -4.05
H 0.71 4.76 0.59
H -1.13 1.74 -3.98
H 4.56 -5.58 3.22
H -4.17 -5.85 0.64
C -6.33 1.96 -2.31
H -3.90 1.45 1.64
H -6.37 -0.38 3.83
H 7.95 -1.52 -1.05
N -7.33 2.15 -1.25
H 0.84 -6.55 -3.15
H -6.94 -0.13 -2.68
C 2.46 6.10 4.85
H -0.44 4.41 -0.70
H -6.93 3.54 -3.74
H -0.33 -0.57 -4.95
H 2.26 7.11 5.32
H -2.50 -8.28 0.76
C 4.83 0.37 1.18
H -2.19 5.03 -1.92
O -1.06 1.97 -6.00
H 5.72 -3.50 -3.43
H 0.94 4.13 -6.94
C 3.38 -5.24 0.67
H -3.40 -7.16 1.66
H 2.38 2.72 -5.55
H -1.95 -2.94 1.55
H 4.27 -0.27 0.53
H 6.20 1.51 -3.26
C 6.74 -0.50 4.35
C -1.38 -0.29 -4.92
H -3.83 5.09 3.38
C 1.73 4.59 -6.33
H 0.98 -3.26 -5.20
C -0.42 2.34 5.64
C -0.10 4.11 0.24
H 6.66 -0.55 -5.46
H 6.00 -1.18 4.84
H -1.02 3.17 5.40
C -0.50 0.04 0.82
C -2.93 -5.02 -0.98
H 1.16 -1.62 3.95
H 4.55 -1.65 -4.78
C 0.67 -4.05 -4.54
O 2.88 -5.00 -4.63
H -8.28 -0.01 2.53
C 6.63 -3.06 -3.86
H -3.59 -5.71 -2.93
C -3.10 -4.85 -2.49
H 7.71 0.93 -5.15
H 0.62 2.66 5.71
O 3.60 -4.44 1.82
C 4.02 -0.90 -4.18
C 0.84 0.60 1.38
H 1.31 -0.29 -1.18
O -2.10 -7.22 -1.39
C 7.92 -0.82 -3.79
H 3.12 -0.37 3.22
H 7.20 0.12 5.14
H -8.60 5.38 -0.99
C -7.58 3.54 -0.67
H -5.30 0.18 -3.08
H -4.96 -4.60 -0.24
C 4.14 0.57 -2.22
H -0.98 -5.21 2.36
C 3.90 -1.11 2.99
H -1.79 3.41 7.90
H -0.55 -1.01 0.91
H 5.19 -2.00 -0.81
C 0.28 -0.29 -1.53
H -2.98 0.42 -0.49
H 0.41 0.07 -2.56
H 6.50 1.10 2.98
C -1.01 2.61 8.07
H 1.44 -3.71 -0.49
C -0.10 -7.04 0.54
H 3.70 -0.05 -1.49
H 4.00 4.89 4.25
H 3.33 -1.81 2.41
H -0.23 -0.84 5.96
C -2.33 -3.88 1.16
C 7.03 -1.84 -3.04
H 4.08 6.42 3.39
H -3.67 1.20 4.09
N 3.27 -5.41 -1.82
C -1.67 1.20 -4.80
C -0.92 1.63 6.94
C -6.44 -0.64 1.69
H 1.42 6.69 3.08
H -2.67 2.51 1.11
H -4.31 4.27 -0.76
H -1.92 -7.65 2.27
O 2.19 5.11 5.81
H -9.05 2.10 -2.20
H -3.67 4.63 1.59
H -9.58 3.43 0.28
H 8.54 -1.41 -4.46
H 0.16 -6.99 -4.85
N -1.86 -6.02 -0.74
C -2.16 -0.04 -1.10
H -1.96 -0.82 -4.09
H 1.76 3.12 -1.77
C 3.86 5.99 4.41
C 5.91 0.70 -3.99
C 5.21 -0.50 2.34
H -0.33 -4.50 0.88
H 2.94 -6.25 2.70
H -0.22 0.85 7.16
H -2.75 1.67 6.10
H 2.78 5.25 6.55
H 6.58 -2.92 -4.91
N -0.75 1.94 -0.61
H 2.32 -5.86 -1.73
H 4.09 1.10 1.50
C -7.96 -0.69 1.76
H -4.70 -6.23 -1.01
H -0.05 -1.31 -1.56
H 3.28 3.69 -3.45
C -2.13 -1.68 5.22
C -4.20 2.21 4.00
O -5.99 0.64 1.26
C 3.51 -5.35 2.97
H 8.94 -2.60 -2.07
H -1.53 -3.50 -0.88
H 2.62 2.93 -0.31
C -1.24 -4.93 1.34
H 3.04 -4.83 3.82
H -5.88 3.87 5.42
H -5.26 2.08 3.79
H -2.43 -0.77 4.69
C -5.26 3.14 5.92
C 6.69 -3.44 3.21
H 4.08 -1.59 3.98
C -2.62 5.70 -2.65
H 4.10 -6.07 0.67
H -2.85 6.67 -2.17
C 7.10 0.09 -4.69
C -3.13 1.61 -4.65
H 7.42 -3.10 -1.28
H -1.54 -7.22 -2.19
H -2.35 0.24 -2.14
H 8.50 -1.74 4.22
H 1.69 0.43 0.70
N 5.85 -1.07 -2.39
C -8.24 4.54 -1.58
```

## Properties
Spin multiplicity: 1
Total charge: 0
Frontier orbital gap in eV: 8.45
Energy in eV: -123918.2327

What is the spin multiplicity in the first record? 2

Look up the total charge of the first one. +1